Entry 1:
Computed, not measured: one molecule with the formula C4H7NO, with ωB97M-V/def2-TZVPD.

Last column: Löwdin charge in e.
Geometry (Å):
1 C -1.51 -0.17 0.52  -0.10
2 C -0.67 -0.96 -0.45  -0.16
3 C 0.67 -0.97 -0.47  -0.20
4 N 1.49 -0.29 0.45  0.07
5 C 1.58 0.98 0.39  -0.28
6 O 0.98 1.79 -0.50  0.04
7 H -1.56 -0.67 1.50  0.08
8 H -2.54 -0.06 0.16  0.07
9 H -1.11 0.84 0.69  0.06
10 H -1.19 -1.64 -1.12  0.09
11 H 1.20 -1.60 -1.17  0.11
12 H 0.48 1.22 -1.11  0.10
13 H 2.18 1.53 1.10  0.13

Values from the calculation:
multiplicity: 1
SMILES string: C/C=C\N=C/O
E: -7798.1782 eV
E_LUMO: 0.94 eV
HOMO level: -9.0 eV

---

Entry 2:
Computed, not measured: a 3-piece molecular cluster, C2H10N2O2 overall at a distorted geometry, with ωB97M-V/def2-TZVPD.

Last column: Löwdin spin population.
Geometry (Å):
1 C -1.28 -0.89 0.79  0.03
2 N -0.83 -1.63 -0.37  0.23
3 C -0.22 -1.00 -1.37  0.05
4 N -0.05 -1.60 -2.53  0.63
5 H -2.32 -0.61 0.65  0.01
6 H -1.21 -1.34 1.78  0.01
7 H -0.74 0.04 0.83  0.00
8 H -1.28 -2.47 -0.72  0.00
9 H 0.15 0.01 -1.16  0.01
10 H -0.08 -0.98 -3.34  0.02
11 H 1.64 0.34 1.61  0.00
12 H 2.12 1.00 2.85  0.00
13 O 1.75 1.22 1.99  0.00
14 H 0.67 2.06 0.18  0.00
15 H 1.23 2.97 -0.88  0.00
16 O 0.47 2.87 -0.30  0.00

Values from the calculation:
multiplicity: 2
⟨S²⟩: 0.77
total charge: +1
E: -9301.9469 eV
E_LUMO (alpha / beta): -4.65 / -8.38 eV
HOMO level (alpha / beta): -14.6 / -14.6 eV

---

Entry 3:
Computed, not measured: C3H8NO2PS as an isolated structure at a distorted geometry, with ωB97M-V/def2-TZVPD.

Last column: Löwdin charge in e.
Geometry (Å):
1 C 0.52 1.17 0.84  -0.36
2 C 0.63 -0.36 0.99  -0.35
3 C 1.73 -0.70 -0.05  -0.08
4 N -2.57 0.03 -0.71  -0.13
5 O 0.12 1.42 -0.43  -0.26
6 O -0.64 -0.94 0.60  -0.23
7 P -1.03 -0.45 -0.79  0.28
8 S -0.70 -1.37 -2.46  0.30
9 H -0.26 1.58 1.60  0.14
10 H 1.56 1.54 1.06  0.13
11 H 0.76 -0.89 1.95  0.15
12 H 2.58 -0.30 0.36  0.05
13 H 1.49 -0.04 -1.01  0.10
14 H 1.79 -1.72 -0.34  0.07
15 H -2.90 0.76 -0.02  0.10
16 H -3.10 0.26 -1.60  0.09

Values from the calculation:
multiplicity: 1
E: -28949.5026 eV
E_LUMO: 0.42 eV
HOMO level: -9.3 eV

---

Entry 4:
Computed, not measured: C37H62MnN2O3Si5 as an isolated structure at a distorted geometry, with ωB97M-V/def2-TZVPD.

Last column: Löwdin spin population.
Geometry (Å):
1 Mn -0.83 0.11 -0.50  3.82
2 O -2.45 1.62 -1.55  0.03
3 C -3.73 1.63 -0.93  0.00
4 C -4.21 0.21 -0.81  0.00
5 C -5.57 -0.09 -0.86  0.00
6 C -5.97 -1.40 -0.76  0.00
7 C -5.00 -2.38 -0.60  0.00
8 C -3.68 -1.99 -0.56  0.00
9 N -3.28 -0.73 -0.67  0.03
10 H -1.91 2.36 -1.23  0.00
11 H -4.43 2.21 -1.53  0.00
12 H -3.67 2.06 0.07  0.00
13 H -6.29 0.71 -0.98  0.00
14 H -7.02 -1.67 -0.80  0.00
15 H -5.27 -3.43 -0.52  0.00
16 H -2.89 -2.73 -0.43  0.00
17 O 1.19 -1.21 -0.52  0.04
18 N -0.13 -1.62 -0.94  0.00
19 C -1.19 1.76 4.34  0.00
20 C -1.46 0.29 4.01  0.01
21 C -0.44 -0.59 4.75  0.00
22 C -2.88 -0.09 4.43  0.00
23 C -1.30 0.09 2.57  0.07
24 C -1.18 -0.10 1.37  -0.12
25 H -1.21 1.90 5.42  0.00
26 H -1.95 2.41 3.89  0.00
27 H -0.22 2.07 3.96  0.00
28 H -0.49 -0.41 5.82  0.00
29 H 0.57 -0.35 4.41  0.00
30 H -0.63 -1.64 4.56  0.00
31 H -3.01 0.03 5.51  0.00
32 H -3.10 -1.13 4.17  0.00
33 H -3.61 0.54 3.92  0.00
34 C -0.97 5.06 -0.86  0.00
35 C 0.45 4.62 -1.25  0.00
36 C 0.46 4.41 -2.77  0.00
37 C 1.44 5.73 -0.89  0.00
38 Si 1.02 3.01 -0.34  0.01
39 O -0.09 1.85 -0.45  0.05
40 C 1.44 3.35 1.48  0.00
41 C 0.66 4.20 2.26  0.00
42 C 0.98 4.46 3.59  0.00
43 C 2.09 3.87 4.16  0.00
44 C 2.87 3.00 3.41  0.00
45 C 2.54 2.74 2.09  0.00
46 C 2.61 2.55 -1.27  0.00
47 C 2.49 1.86 -2.48  0.00
48 C 3.56 1.74 -3.36  0.00
49 C 4.80 2.25 -3.01  0.00
50 C 4.96 2.88 -1.78  0.00
51 C 3.87 3.04 -0.94  0.00
52 H -1.23 5.97 -1.42  0.00
53 H -1.06 5.29 0.20  0.00
54 H -1.71 4.30 -1.12  0.00
55 H 0.15 5.33 -3.26  0.00
56 H -0.24 3.62 -3.07  0.00
57 H 1.45 4.14 -3.13  0.00
58 H 1.16 6.66 -1.39  0.00
59 H 2.45 5.47 -1.20  0.00
60 H 1.45 5.92 0.19  0.00
61 H -0.22 4.67 1.84  0.00
62 H 0.37 5.15 4.17  0.00
63 H 2.35 4.07 5.19  0.00
64 H 3.75 2.54 3.84  0.00
65 H 3.16 2.06 1.51  0.00
66 H 1.53 1.46 -2.77  0.00
67 H 3.42 1.27 -4.32  0.00
68 H 5.64 2.17 -3.69  0.00
69 H 5.93 3.26 -1.49  0.00
70 H 4.01 3.59 -0.01  0.00
71 C -2.98 -3.53 -3.31  0.00
72 Si -1.11 -3.74 -3.13  0.00
73 C -0.57 -5.47 -3.64  0.00
74 C -0.24 -2.48 -4.23  0.00
75 Si -0.53 -3.28 -0.85  0.02
76 Si 2.66 -1.87 -0.92  0.00
77 C 3.17 -1.64 -2.72  0.00
78 C 2.62 -3.76 -0.66  0.00
79 C 3.74 -0.96 0.32  0.00
80 Si -0.41 -4.04 1.42  0.00
81 C -0.15 -5.92 1.40  0.00
82 C 1.02 -3.19 2.30  0.00
83 C -2.03 -3.59 2.30  0.00
84 H -3.27 -3.67 -4.35  0.00
85 H -3.31 -2.53 -3.00  0.00
86 H -3.53 -4.26 -2.71  0.00
87 H -0.89 -5.66 -4.67  0.00
88 H -1.02 -6.25 -3.02  0.00
89 H 0.51 -5.60 -3.61  0.00
90 H -0.70 -2.44 -5.23  0.00
91 H 0.81 -2.73 -4.35  0.00
92 H -0.31 -1.48 -3.80  0.00
93 H 3.24 -2.59 -3.25  0.00
94 H 4.14 -1.15 -2.78  0.00
95 H 2.46 -1.01 -3.25  0.00
96 H 1.98 -4.27 -1.40  0.00
97 H 2.29 -4.05 0.34  0.00
98 H 3.63 -4.15 -0.79  0.00
99 H 3.13 -0.30 0.94  0.00
100 H 4.49 -0.35 -0.18  0.00
101 H 4.27 -1.65 0.98  0.00
102 H 0.75 -6.20 0.85  0.00
103 H -0.99 -6.45 0.94  0.00
104 H -0.05 -6.29 2.42  0.00
105 H 1.99 -3.60 2.02  0.00
106 H 0.92 -3.30 3.38  0.00
107 H 1.02 -2.12 2.07  0.00
108 H -2.89 -4.14 1.92  0.00
109 H -2.22 -2.52 2.20  0.00
110 H -1.93 -3.82 3.36  0.00

Values from the calculation:
multiplicity: 5
⟨S²⟩: 6.10
total charge: +1
E: -119202.8994 eV
E_LUMO (alpha / beta): -4.56 / -4.37 eV
HOMO level (alpha / beta): -10.8 / -10.9 eV

---

Entry 5:
Computed, not measured: one molecule with the formula C3H5NS2 at a distorted geometry, with ωB97M-V/def2-TZVPD.

Last column: Löwdin charge in e.
Geometry (Å):
1 C 1.00 -0.15 -0.07  -0.35
2 C -0.46 -0.66 0.24  -0.43
3 C -0.71 1.98 -0.58  -0.84
4 N 1.26 1.09 0.63  -0.51
5 S -1.64 0.57 -0.41  0.86
6 S 0.69 2.42 0.18  0.92
7 H 1.68 -0.89 0.34  0.10
8 H 1.12 0.23 -1.11  0.11
9 H -0.46 -1.59 -0.31  0.07
10 H -0.64 -0.67 1.31  0.07
11 H -1.09 2.83 -1.11  0.00

Values from the calculation:
multiplicity: 1
E: -26349.8912 eV
E_LUMO (alpha / beta): 0.07 / 0.07 eV
HOMO level (alpha / beta): -7.6 / -7.6 eV

---

Among the records above, which one has the lowest E? C37H62MnN2O3Si5